[1]
{"formula": "C56H83Ge2N7PSSc", "method": "wB97M-V/def2-TZVPD", "species": ["Sc", "N", "C", "N", "C", "N", "N", "C", "C", "C", "C", "C", "C", "N", "C", "C", "C", "C", "C", "C", "H", "H", "H", "H", "H", "H", "H", "H", "H", "H", "H", "C", "C", "C", "C", "N", "C", "S", "N", "C", "C", "C", "C", "H", "H", "H", "H", "H", "H", "H", "H", "H", "H", "H", "H", "H", "H", "H", "H", "H", "H", "H", "H", "C", "Ge", "C", "C", "Ge", "C", "C", "C", "C", "C", "C", "C", "C", "C", "C", "C", "C", "H", "H", "H", "H", "H", "H", "H", "H", "H", "H", "H", "H", "H", "H", "H", "H", "H", "H", "H", "C", "C", "C", "C", "C", "C", "P", "C", "C", "C", "C", "C", "C", "C", "C", "C", "C", "C", "C", "H", "H", "H", "H", "H", "H", "H", "H", "H", "H", "H", "H", "H", "H", "H", "H", "H", "H", "H", "H", "H", "H", "H", "H", "H", "H", "H", "H", "H", "H", "H", "H", "H"], "positions_angstrom": [[0.326, -0.593, 0.635], [5.656, 0.812, -0.750], [4.803, 0.270, 0.120], [3.534, 0.545, 0.210], [3.016, 1.524, -0.637], [1.799, 1.952, -0.528], [1.092, 1.313, 0.516], [0.952, 1.981, 1.671], [0.129, 1.445, 2.682], [0.025, 2.047, 3.948], [-0.780, 1.482, 4.896], [-1.492, 0.294, 4.593], [-1.345, -0.270, 3.369], [-0.542, 0.272, 2.399], [3.870, 2.084, -1.696], [3.405, 2.994, -2.653], [4.267, 3.519, -3.589], [5.615, 3.148, -3.583], [6.093, 2.255, -2.650], [5.211, 1.727, -1.712], [6.631, 0.558, -0.719], [5.233, -0.463, 0.797], [1.452, 2.928, 1.815], [0.584, 2.952, 4.149], [-0.866, 1.933, 5.877], [-2.141, -0.172, 5.323], [-1.860, -1.189, 3.114], [2.361, 3.278, -2.628], [3.908, 4.228, -4.326], [6.294, 3.567, -4.315], [7.140, 1.968, -2.641], [-2.647, 0.873, -7.360], [-1.664, -0.229, -6.956], [-1.243, -0.158, -5.490], [-2.437, -0.245, -4.556], [-2.030, -0.285, -3.133], [-2.068, -1.271, -2.279], [-1.982, -0.925, -0.537], [-2.217, -2.553, -2.581], [-1.825, -3.305, -3.805], [-2.601, -4.614, -3.888], [-3.972, -4.496, -4.558], [-4.997, -3.675, -3.773], [-2.764, 0.913, -8.443], [-2.291, 1.856, -7.031], [-3.644, 0.714, -6.938], [-0.767, -0.161, -7.569], [-2.103, -1.213, -7.160], [-0.718, 0.785, -5.302], [-0.545, -0.968, -5.251], [-3.062, -1.102, -4.782], [-3.071, 0.635, -4.648], [-1.768, 0.613, -2.744], [-2.347, -3.145, -1.774], [-0.751, -3.492, -3.741], [-1.995, -2.713, -4.695], [-2.713, -5.032, -2.876], [-1.984, -5.322, -4.442], [-4.358, -5.503, -4.713], [-3.840, -4.063, -5.555], [-5.195, -4.125, -2.794], [-5.947, -3.623, -4.307], [-4.662, -2.645, -3.611], [-5.678, -0.561, -1.507], [-5.455, 0.414, 0.153], [-6.621, 1.955, 0.289], [-5.454, -0.756, 1.688], [-3.250, 1.498, -0.023], [-2.739, 2.625, 1.422], [-3.448, 2.454, 2.618], [-3.362, 3.406, 3.624], [-2.555, 4.523, 3.445], [-1.832, 4.693, 2.266], [-1.921, 3.750, 1.254], [-2.671, 2.300, -1.674], [-1.333, 2.590, -1.967], [-1.011, 3.262, -3.141], [-2.013, 3.661, -4.021], [-3.343, 3.374, -3.740], [-3.671, 2.685, -2.577], [-6.710, -0.921, -1.557], [-5.015, -1.429, -1.553], [-5.501, 0.081, -2.373], [-7.654, 1.617, 0.409], [-6.560, 2.558, -0.618], [-6.356, 2.576, 1.145], [-6.399, -1.308, 1.690], [-5.387, -0.197, 2.622], [-4.637, -1.477, 1.631], [-4.072, 1.581, 2.766], [-3.931, 3.285, 4.539], [-2.493, 5.272, 4.224], [-1.213, 5.572, 2.131], [-1.376, 3.908, 0.334], [-0.533, 2.284, -1.299], [0.025, 3.491, -3.362], [-1.756, 4.201, -4.925], [-4.124, 3.687, -4.425], [-4.714, 2.463, -2.371], [-0.215, -6.981, 0.489], [1.308, -7.039, 0.293], [1.901, -5.675, -0.136], [1.007, -4.551, 0.393], [-0.353, -4.589, -0.342], [-0.846, -6.043, -0.536], [1.682, -2.857, 0.382], [2.937, -2.523, 1.692], [2.270, -1.937, 2.957], [1.615, -3.005, 3.829], [2.647, -4.062, 4.228], [3.308, -4.696, 3.002], [3.926, -3.636, 2.084], [2.552, -2.438, -1.183], [1.619, -2.420, -2.408], [2.238, -1.556, -3.525], [3.778, -1.654, -3.535], [4.241, -3.004, -2.993], [3.867, -3.171, -1.506], [-0.459, -6.631, 1.498], [-0.641, -7.979, 0.406], [1.550, -7.779, -0.473], [1.787, -7.377, 1.213], [1.936, -5.608, -1.228], [2.925, -5.588, 0.223], [0.813, -4.738, 1.450], [-0.239, -4.112, -1.321], [-1.084, -4.003, 0.224], [-0.580, -6.390, -1.540], [-1.934, -6.080, -0.471], [3.479, -1.706, 1.213], [1.519, -1.172, 2.708], [3.037, -1.416, 3.537], [0.785, -3.481, 3.289], [1.184, -2.541, 4.717], [2.175, -4.831, 4.839], [3.412, -3.588, 4.850], [2.563, -5.283, 2.456], [4.082, -5.397, 3.312], [4.371, -4.096, 1.199], [4.744, -3.150, 2.627], [2.809, -1.391, -0.980], [0.634, -2.027, -2.147], [1.458, -3.446, -2.754], [1.936, -0.513, -3.389], [1.841, -1.875, -4.492], [4.215, -0.849, -2.929], [4.149, -1.506, -4.548], [5.319, -3.107, -3.104], [3.794, -3.807, -3.587], [4.664, -2.755, -0.882], [3.800, -4.228, -1.260]], "energy_ha": -8220.37689, "e_lumo_ev": [-7.49, -7.72], "s2": 0.761, "gap_ev": [5.8, 7.3], "total_charge": 3, "spin_multiplicity": 2}


[2]
{"formula": "C22H18Cl2IrN6S4", "method": "wB97M-V/def2-TZVPD", "species": ["Ir", "S", "C", "N", "N", "C", "C", "C", "C", "C", "C", "N", "N", "C", "C", "C", "C", "C", "C", "H", "H", "H", "H", "H", "H", "H", "H", "H", "H", "H", "Cl", "C", "Cl", "H", "H", "S", "C", "S", "C", "N", "N", "C", "C", "C", "C", "C", "C", "S", "H", "H", "H", "H", "H"], "positions_angstrom": [[1.665, -0.043, 0.143], [2.269, -0.973, 2.094], [1.247, -2.282, 1.943], [1.196, -3.137, 3.040], [0.284, -3.954, 3.246], [-1.036, -4.133, 2.751], [-1.515, -5.440, 2.817], [-2.812, -5.696, 2.410], [-3.618, -4.645, 1.992], [-3.142, -3.334, 1.989], [-1.844, -3.061, 2.366], [0.706, -2.642, 0.772], [0.967, -1.838, -0.214], [0.594, -2.349, -1.501], [1.036, -1.714, -2.660], [0.710, -2.245, -3.895], [-0.057, -3.395, -3.979], [-0.501, -4.028, -2.820], [-0.179, -3.520, -1.582], [0.530, -4.598, 4.001], [-0.878, -6.245, 3.164], [-3.195, -6.705, 2.435], [-4.639, -4.842, 1.694], [-3.796, -2.522, 1.705], [-1.489, -2.042, 2.403], [1.629, -0.816, -2.609], [1.061, -1.755, -4.793], [-0.312, -3.805, -4.947], [-1.097, -4.927, -2.890], [-0.520, -4.011, -0.685], [1.030, 1.289, -1.635], [3.478, -0.298, -0.825], [4.846, -0.375, 0.311], [3.623, 0.598, -1.426], [3.506, -1.183, -1.455], [-2.758, 4.868, -1.709], [-1.824, 4.053, -0.618], [-2.183, 2.452, -0.083], [-0.664, 2.379, 0.693], [0.021, 3.495, 0.638], [-0.619, 4.420, -0.081], [0.013, 5.689, -0.205], [-0.740, 6.861, -0.239], [-0.081, 8.070, -0.372], [1.303, 8.109, -0.463], [2.044, 6.931, -0.408], [1.407, 5.716, -0.271], [-0.098, 0.976, 1.537], [-1.812, 6.847, -0.110], [-0.655, 8.986, -0.386], [1.809, 9.059, -0.560], [3.122, 6.962, -0.478], [1.969, 4.794, -0.246]], "energy_ha": -3794.46598, "e_lumo_ev": [-8.85, -8.87], "s2": 0.783, "e_above_lowest_kj_mol": 78.45, "gap_ev": [5.1, 5.3], "total_charge": 2, "spin_multiplicity": 2}